No. 1
Computed, not measured: a molecular structure, C9H8AlF18N3O15S7 in a non-equilibrium geometry, with the ωB97M-V functional and the def2-TZVPD basis.

Output
**Frontier orbital gap**: 4.1617 eV
**LUMO**: -7.33 eV
**ΔE to the lowest compared entry with this formula, charge and spin**: 0.00 kJ/mol

Structure (ORCA input):
```
! wB97M-V def2-TZVPD RIJCOSX def2/J DEFGRID3
* xyz 0 1
Al -0.825 -1.191 0.264
C 0.952 1.554 3.618
F 1.033 2.191 2.469
F 1.988 1.815 4.382
F -0.171 1.856 4.222
S 1.066 -0.327 3.197
O 1.694 -0.307 1.897
O 1.834 -1.008 4.180
N -0.518 -0.886 2.847
S -1.049 -1.360 4.309
O -0.795 -2.748 4.525
O -0.755 -0.424 5.344
C -2.915 -1.317 3.972
F -3.391 -0.109 4.161
F -3.159 -1.759 2.732
F -3.465 -2.197 4.796
C 2.080 -4.053 -2.142
F 1.045 -4.764 -1.710
F 3.071 -4.023 -1.260
F 2.562 -4.619 -3.231
S 1.490 -2.262 -2.414
O 2.045 -1.490 -1.342
O 1.836 -1.914 -3.750
N -0.133 -2.343 -2.183
S -0.765 -2.861 -3.543
O -1.382 -1.832 -4.323
O -0.081 -3.891 -4.266
C -2.257 -3.785 -2.900
F -3.017 -4.194 -3.893
F -1.872 -4.889 -2.248
F -2.912 -2.977 -2.045
C -2.217 3.006 1.265
F -3.056 3.899 1.740
F -1.300 3.554 0.504
F -1.627 2.392 2.282
S -3.208 1.640 0.374
O -3.273 0.575 1.347
O -4.446 2.199 -0.032
N -2.191 0.989 -0.792
S -2.092 1.887 -2.136
O -2.412 3.270 -1.988
O -0.792 1.633 -2.693
C -3.334 1.130 -3.323
F -3.280 1.804 -4.461
F -3.139 -0.152 -3.458
F -4.538 1.415 -2.810
O 0.812 1.001 -0.405
S 1.783 2.022 -0.679
O 1.676 3.412 -0.370
O 3.149 1.506 -0.072
C 3.859 2.184 0.984
C 4.700 1.209 1.752
C 2.251 1.867 -2.398
H 3.153 2.667 1.657
H 4.476 2.931 0.480
H 4.080 0.364 2.058
H 5.177 1.631 2.634
H 5.473 0.760 1.123
H 2.637 0.850 -2.499
H 3.074 2.497 -2.722
H 1.371 1.971 -3.024
*
```

***

No. 2
Computed, not measured: a molecular structure, C2H3LiO4Tb in a non-equilibrium geometry, with the ωB97M-V functional and the def2-TZVPD basis.

Output
**Frontier orbital gap (spin up / spin down)**: 7.9757 / 7.8346 eV
**LUMO (spin up / spin down)**: -5.01 / -4.35 eV
**<S²>**: 13.037

Structure (ORCA input):
```
! wB97M-V def2-TZVPD RIJCOSX def2/J DEFGRID3
* xyz 1 7
O -0.697 -1.205 0.056
C -1.923 -1.174 0.028
C -2.648 0.134 -0.002
O -1.817 1.214 -0.006
O 3.347 0.066 -0.763
O 3.363 0.006 0.753
Tb 0.289 0.979 0.036
Li 1.761 -1.526 -0.064
H -2.504 -2.114 0.009
H -3.348 0.093 0.866
H -3.321 0.068 -0.890
*
```

***

No. 3
Computed, not measured: a molecular structure, C4H6N2 in a non-equilibrium geometry, with the ωB97M-V functional and the def2-TZVPD basis.

Output
**Frontier orbital gap**: 8.9446 eV
**LUMO**: 0.97 eV
**ΔE to the lowest compared entry with this formula, charge and spin**: 293.36 kJ/mol

Structure (ORCA input):
```
! wB97M-V def2-TZVPD RIJCOSX def2/J DEFGRID3
* xyz 0 1
C -1.691 0.876 -0.184
C -0.321 1.036 -0.197
C -1.099 -1.143 0.521
C 1.701 -0.400 0.041
N -2.058 -0.376 0.223
N 0.376 -0.049 0.073
H -2.386 1.718 -0.590
H 0.040 2.039 -0.352
H -0.962 -2.169 0.389
H 2.444 0.427 0.382
H 1.925 -1.264 0.711
H 2.032 -0.693 -1.016
*
```

***

No. 4
Computed, not measured: a molecular structure, C22H17N5OOsS3, with the ωB97M-V functional and the def2-TZVPD basis.

Output
**Frontier orbital gap (spin up / spin down)**: 7.5706 / 6.6374 eV
**LUMO (spin up / spin down)**: -2.51 / -3.94 eV
**<S²>**: 8.761

Structure (ORCA input):
```
! wB97M-V def2-TZVPD RIJCOSX def2/J DEFGRID3
* xyz 1 6
Os -0.640 0.077 -0.234
S -1.765 -1.496 -1.901
C -0.629 -2.540 -1.139
N 0.132 -2.077 -0.170
C 0.970 -3.061 0.361
C 1.849 -2.926 1.431
C 2.595 -4.023 1.819
C 2.471 -5.249 1.162
C 1.585 -5.400 0.113
C 0.835 -4.296 -0.276
S -0.382 -4.200 -1.519
H 1.931 -1.988 1.961
H 3.279 -3.932 2.653
H 3.064 -6.094 1.486
H 1.473 -6.353 -0.388
O -2.085 -0.569 1.287
N -2.650 0.273 2.146
C -3.654 -0.224 2.907
C -4.284 0.565 3.825
C -3.879 1.895 3.963
C -2.865 2.379 3.176
C -2.227 1.553 2.240
S -0.951 2.088 1.217
H -3.885 -1.260 2.715
H -5.079 0.145 4.423
H -4.362 2.542 4.683
H -2.529 3.403 3.250
N 1.454 1.897 -2.584
C 0.106 2.177 -2.786
C -0.210 3.061 -3.826
C -1.527 3.352 -4.076
C -2.519 2.766 -3.289
C -2.123 1.912 -2.295
N -0.833 1.610 -2.043
C 2.165 1.414 -1.499
C 3.565 1.478 -1.572
C 4.308 1.087 -0.489
C 3.661 0.647 0.669
C 2.295 0.594 0.649
N 1.547 0.940 -0.422
H 2.047 2.295 -3.293
H 0.582 3.509 -4.413
H -1.787 4.032 -4.876
H -3.568 2.966 -3.450
H -2.852 1.421 -1.662
H 4.040 1.846 -2.472
H 5.388 1.136 -0.531
H 4.208 0.355 1.552
H 1.734 0.274 1.518
*
```

***

So what do the calculations give for M? Going down the list: 991.58, 256.91, 82.11, 653.84 g mol⁻¹.